Record 1
Density functional theory data (ωB97M-V/def2-TZVPD) for a molecular structure, CH15MnO10 at a distorted geometry.

The geometry in XYZ format:
```
27
Properties=species:S:1:pos:R:3:lowdin_spin:R:1
O 1.18816 2.18074 2.24976 0.00
H 1.20874 1.53860 1.53644 0.00
H 1.20945 3.10054 1.97569 0.00
H 0.41025 2.03607 2.79339 0.00
Mn 1.41183 2.53240 -1.78153 4.80
C 0.34896 0.47595 -0.63517 0.02
O 1.41476 0.98435 -0.18045 0.08
O 0.18720 0.86100 -1.76578 0.09
O -0.36704 -0.32417 0.01325 0.02
O -2.99988 0.20887 -0.88265 0.00
H -2.24938 -0.18184 -0.43507 0.00
H -2.62304 0.64566 -1.64648 0.00
O 1.46418 -1.42964 2.05352 0.00
H 1.06818 -2.25126 2.34395 0.00
H 0.92657 -1.15329 1.31134 0.00
O 3.93611 -0.18347 -0.20230 0.00
H 4.34212 0.16975 0.58930 0.00
H 3.10813 0.29060 -0.27936 0.00
O -1.59421 0.31775 -3.72544 0.00
H -1.03620 0.49926 -2.96919 0.00
H -2.18870 1.06661 -3.77029 0.00
O -1.59922 -1.62855 2.00979 0.00
H -1.12419 -0.99082 1.47700 0.00
H -2.32545 -1.91189 1.45431 0.00
O -1.46179 -2.47844 -0.83828 0.00
H -1.07624 -1.60567 -0.76179 0.00
H -1.57926 -2.76900 0.06616 0.00
```

Values from the calculation:
Frontier orbital gap (alpha / beta) (eV): 4.55 / 4.50
Multiplicity: 6
Total charge: +1
E_LUMO (alpha / beta) (eV): -8.102 / -8.144
<S²>: 8.754

***

Record 2
Density functional theory data (ωB97M-V/def2-TZVPD) for a molecular structure, CH15NO5 at a distorted geometry.

The geometry in XYZ format:
```
22
Properties=species:S:1:pos:R:3:lowdin_charge:R:1
H -0.09063 -0.34233 0.18784 0.09
O 0.76712 -0.46478 -0.74122 -0.23
N -1.16384 -0.35399 0.96998 -0.04
H 1.05645 -1.33714 -0.75620 0.01
H -0.99810 -0.09191 1.92230 0.07
H -1.42076 -1.41701 0.95342 0.18
C -2.19230 0.43735 0.38346 -0.13
H -2.31830 0.12183 -0.70063 0.09
H -3.13988 0.18172 0.80768 0.07
H -1.99028 1.54143 0.55062 0.12
O 1.85642 1.67602 1.05713 -0.12
H 2.32006 2.47792 0.80029 0.05
H 1.83824 0.97063 0.24027 0.12
O 1.17174 -0.34006 -3.28840 -0.11
H 2.04882 0.00262 -3.11437 0.01
H 0.83318 -0.23994 -2.34702 -0.02
O -1.33055 -1.82038 -1.41890 -0.12
H -1.64045 -1.27118 -2.16728 0.05
H -0.58597 -1.22047 -1.08424 -0.03
O 0.55702 0.70558 3.06998 -0.07
H 0.46534 1.18590 3.89229 0.04
H 0.74896 1.24075 2.29569 -0.03
```

Values from the calculation:
Frontier orbital gap (eV): 10.74
E_LUMO (eV): 0.462
Relative energy (zero: lowest compared OMol25 entry of this formula, charge and spin) (kJ/mol): 169.9

***

Record 3
Density functional theory data (ωB97M-V/def2-TZVPD) for 7 unconnected molecules or ions with the total composition CH16NO6 at a distorted geometry.

The geometry in XYZ format:
```
24
Properties=species:S:1:pos:R:3:lowdin_charge:R:1
C 1.09509 1.95222 -0.66302 0.09
N 0.09831 1.66116 0.08416 0.12
H 0.92550 1.64345 -1.76726 0.15
H 1.96789 2.54965 -0.32495 0.13
H 0.02417 1.81346 1.07036 0.13
H -0.65825 0.99115 -0.33261 0.10
H -2.59874 -0.52260 2.52682 0.07
H -2.63407 -0.42066 0.98198 0.03
O -2.09438 -0.45350 1.72521 0.00
H 0.01973 -1.65562 -1.78095 0.02
H -1.21715 -2.36384 -1.35198 0.03
O -0.95500 -1.53802 -1.67581 -0.03
H 2.55424 0.42486 1.61037 0.03
H 1.30294 -0.26969 1.24279 0.05
O 1.98613 0.36242 0.89855 -0.06
H -1.96796 1.70679 -1.96830 0.08
H -1.90158 0.10688 -1.83210 0.02
O -1.76498 0.94613 -1.44879 -0.01
H -0.58534 -0.73660 2.52323 -0.05
H 0.28420 -1.80732 2.97377 0.03
O 0.29426 -0.94840 2.66760 0.02
H 1.50423 -0.88165 -0.93121 0.03
H 2.62244 -1.21661 -1.90935 0.07
O 1.67135 -1.20652 -1.83445 -0.04
```

Values from the calculation:
Frontier orbital gap (eV): 11.20
Total charge: +1
E_LUMO (eV): -3.827
Relative energy (zero: lowest compared OMol25 entry of this formula, charge and spin) (kJ/mol): 181.1

***

Record 4
Density functional theory data (ωB97M-V/def2-TZVPD) for 7 unconnected molecules or ions with the total composition CH16O6 at a distorted geometry.

The geometry in XYZ format:
```
23
Properties=species:S:1:pos:R:3:lowdin_charge:R:1
C 0.00180 -1.68589 1.34948 -0.03
H -0.37257 -1.59319 0.33377 0.02
H -0.77542 -1.71341 2.11165 0.02
H 0.60817 -2.57866 1.41777 0.02
H 0.61420 -0.80353 1.54007 0.00
O -2.16440 0.08527 -2.95697 -0.07
H -2.90135 -0.22861 -3.51121 0.05
H -1.39101 0.03293 -3.55052 0.04
O -1.17292 1.63060 2.46109 -0.07
H -1.12077 0.72311 2.84504 0.05
H -1.85923 1.62466 1.78377 0.00
O 1.92196 1.46678 1.75402 -0.06
H 1.89125 2.26178 2.29347 0.05
H 0.96674 1.40490 1.58064 0.02
O 0.81994 -1.11805 -2.61884 -0.07
H 1.49279 -1.28101 -3.29714 0.04
H 1.38480 -0.84474 -1.88578 -0.01
O -2.32605 1.06702 -0.02284 -0.04
H -1.91121 0.24102 0.16155 0.01
H -2.68836 0.93939 -0.90465 0.03
O 2.79436 0.03041 -0.67536 -0.07
H 3.70177 -0.12458 -0.37235 0.05
H 2.48552 0.46381 0.16331 0.02
```

Values from the calculation:
Frontier orbital gap (eV): 11.78
SMILES: C.O.O.O.O.O.O
E_LUMO (eV): 0.638
Relative energy (zero: lowest compared OMol25 entry of this formula, charge and spin) (kJ/mol): 59.2

***

Record 5
Density functional theory data (ωB97M-V/def2-TZVPD) for 7 unconnected molecules or ions with the total composition CH16O6S at a distorted geometry.

The geometry in XYZ format:
```
24
Properties=species:S:1:pos:R:3:lowdin_charge:R:1
C -1.69629 -1.76200 0.63651 -0.54
S -0.33322 -2.20289 -0.33089 0.71
H -1.45449 -1.50375 1.71530 0.04
H -2.05516 -0.81654 0.20460 0.03
H -2.53303 -2.44651 0.64921 0.03
H 0.13034 -3.28165 0.27887 -0.15
O 0.20364 1.57554 -3.11979 -0.10
H 0.31908 0.68409 -3.43680 -0.04
H 1.03639 1.72272 -2.59103 0.04
O 2.60328 -0.36096 1.17676 -0.04
H 2.67535 -0.51211 0.22446 0.04
H 1.73773 -0.05906 1.22831 -0.06
O -0.63216 0.28821 3.01405 0.06
H 0.03273 0.87843 3.19929 0.01
H -1.20298 0.11486 3.61429 -0.06
O 1.01690 1.32733 -0.18405 -0.05
H 0.52516 0.65471 0.30096 0.01
H 1.08637 2.10595 0.37357 0.06
O -1.28214 2.20118 1.12142 -0.05
H -0.91851 2.17676 0.24318 0.01
H -1.89430 2.94059 1.04907 0.05
O 0.94780 -0.84616 -3.08772 -0.06
H 0.30263 -1.35585 -3.63370 0.09
H 1.38487 -1.52289 -2.64588 -0.01
```

Values from the calculation:
Frontier orbital gap (eV): 9.58
SMILES: CS.O.O.O.O.O.O
E_LUMO (eV): 0.394
Relative energy (zero: lowest compared OMol25 entry of this formula, charge and spin) (kJ/mol): 217.1